Model w:
Formula: CH5BrP2
Source: the OMol25 dataset
Level of theory: ωB97M-V/def2-TZVPD

Structure (XYZ):
```
9
Properties=species:S:1:pos:R:3:mulliken_charge:R:1
Br 2.958 -0.776 0.628 -0.08
P -1.846 0.589 0.144 -0.17
P -1.019 -1.352 -0.414 0.00
C 1.790 0.348 -0.454 -0.65
H 1.511 1.314 -0.117 0.36
H 2.235 0.585 -1.440 0.32
H -3.182 0.497 -0.619 0.10
H -0.131 -1.365 0.842 0.04
H -2.316 0.160 1.430 0.09
```

Multiplicity: 1
HOMO level (alpha / beta) in eV: -9.11 / -8.22



Model x:
Formula: CH5BrP2
Source: the OMol25 dataset
Level of theory: ωB97M-V/def2-TZVPD

Structure (XYZ):
```
9
Properties=species:S:1:pos:R:3:mulliken_charge:R:1
Br 2.637 -0.233 0.037 -0.17
P 0.195 2.076 -0.265 -0.10
P 0.717 0.315 0.999 0.15
C -0.489 -1.145 0.218 -0.96
H -1.246 1.917 -0.140 0.07
H -1.498 -0.775 0.507 0.31
H -0.321 -1.229 -0.851 0.34
H 0.215 1.184 -1.306 0.06
H -0.211 -2.110 0.801 0.30
```

SMILES: CP(#[PH2])Br
Multiplicity: 1
HOMO level in eV: -8.98



model x wins, 3.995 eV ahead of the next structure.



Model w:
Formula: C9H8N2O
Source: the OMol25 dataset
Level of theory: ωB97M-V/def2-TZVPD

Structure (XYZ):
```
20
Properties=species:S:1:pos:R:3:mulliken_charge:R:1
O -2.895 1.671 -0.303 -0.57
N 2.172 -1.621 -0.287 -0.69
N -2.831 -0.593 0.020 -0.15
C 1.519 -0.355 -0.087 0.32
C -2.212 0.722 -0.065 0.10
C -1.950 -1.664 -0.057 -0.40
C -0.560 -1.613 0.042 -0.57
C 0.010 2.036 0.205 -0.67
C 1.392 2.081 0.055 -0.36
C 2.173 0.912 -0.101 -0.34
C -0.730 0.827 0.002 0.22
C 0.066 -0.342 0.008 0.96
H -0.139 -2.615 0.333 0.22
H -0.510 2.953 0.349 0.43
H 3.264 -1.276 -0.718 0.31
H -3.792 -0.857 -0.402 0.33
H 3.289 1.278 -0.344 0.08
H -2.541 -2.588 0.369 0.23
H 2.248 -1.984 1.061 0.31
H 2.027 3.028 -0.080 0.24
```

Multiplicity: 1
HOMO level in eV: -7.89



Model x:
Formula: C9H8N2O
Source: the OMol25 dataset
Level of theory: ωB97M-V/def2-TZVPD

Structure (XYZ):
```
20
Properties=species:S:1:pos:R:3:mulliken_charge:R:1
O 2.982 1.678 -0.656 -0.54
N 3.539 -1.591 -1.066 -0.49
N 1.937 1.304 -0.158 0.40
C -0.842 0.379 -0.783 -0.28
C 1.437 -0.434 -0.494 -0.06
C -2.793 -0.801 -0.068 -0.61
C -1.895 -1.827 0.442 -0.37
C 0.032 -0.623 -0.410 0.76
C 2.494 -1.229 -0.679 0.16
C 1.303 1.999 0.877 -0.84
C -0.517 -1.784 0.243 -0.43
C -2.224 0.278 -0.615 -0.50
H -3.751 -0.860 0.421 0.35
H 2.157 2.613 1.340 0.36
H -0.285 1.281 -1.195 0.50
H 0.123 -2.618 0.630 0.32
H -2.375 -2.713 0.886 0.34
H 1.088 1.252 1.694 0.30
H -2.827 1.045 -1.081 0.35
H 0.416 2.653 0.674 0.27
```

Multiplicity: 1
HOMO level (alpha / beta) in eV: -8.52 / -8.27



model w wins, 2.558 eV ahead of the next structure.



Model w:
Formula: C6H10O3
Source: the OMol25 dataset
Level of theory: ωB97M-V/def2-TZVPD

Structure (XYZ):
```
19
Properties=species:S:1:pos:R:3:mulliken_charge:R:1
O -1.011 -2.645 -1.243 -0.49
O -1.940 0.149 -2.158 -0.59
O 0.262 -1.326 0.152 -0.37
C 0.426 0.999 -1.254 -1.03
C 0.354 -0.080 0.647 0.88
C -1.042 -0.245 -1.467 0.76
C 1.706 0.203 1.221 -1.50
C -0.739 -1.397 -0.772 -0.12
C -0.818 0.519 1.382 -1.11
H 1.852 1.272 1.376 0.35
H -1.950 -2.831 -1.105 0.36
H 1.782 -0.287 2.197 0.42
H 0.036 1.394 -2.193 0.43
H 1.388 0.542 -1.471 0.28
H -1.748 0.023 1.113 0.36
H 0.521 1.882 -0.619 0.32
H -0.640 0.434 2.460 0.39
H -0.935 1.578 1.154 0.28
H 2.498 -0.182 0.581 0.38
```

Multiplicity: 1
HOMO level (alpha / beta) in eV: -7.48 / -7.47



Model x:
Formula: C6H10O3
Source: the OMol25 dataset
Level of theory: ωB97M-V/def2-TZVPD

Structure (XYZ):
```
19
Properties=species:S:1:pos:R:3:mulliken_charge:R:1
O 1.733 1.968 0.861 -0.47
O -1.204 -0.475 1.495 -0.54
O 1.433 0.052 2.016 -0.65
C 1.748 -0.063 -0.319 -0.23
C -0.936 0.590 0.667 -0.35
C 1.382 0.648 0.931 0.78
C -1.848 -0.687 -1.315 -1.18
C 1.246 -1.265 -0.598 -0.78
C -1.172 0.471 -0.674 -0.11
H -0.498 -0.506 2.167 0.38
H -1.017 1.577 1.121 0.42
H 0.738 -1.825 0.184 0.27
H -2.906 -0.461 -1.467 0.35
H -1.747 -1.568 -0.678 0.30
H 1.445 -1.792 -1.516 0.32
H -1.425 -0.871 -2.307 0.33
H -1.063 1.368 -1.272 0.44
H 1.814 2.318 1.760 0.36
H 2.278 0.523 -1.055 0.35
```

SMILES: C=CC(=O)O.C/C=C\O
Multiplicity: 1
HOMO level in eV: -8.65



model x wins, 2.241 eV ahead of the next structure.



Model w:
Formula: C6H10O3
Source: the OMol25 dataset
Level of theory: ωB97M-V/def2-TZVPD

Structure (XYZ):
```
19
Properties=species:S:1:pos:R:3:mulliken_charge:R:1
O -1.385 -2.444 0.034 -0.43
O -1.677 1.094 0.046 -0.54
O -0.902 -0.627 -1.657 -0.56
C 0.303 1.774 -1.068 -1.14
C -0.449 0.778 -0.512 0.56
C -0.748 -1.503 -0.216 0.19
C -0.020 -0.304 1.844 -1.72
C 0.126 -0.463 0.335 1.80
C 1.572 -0.759 -0.076 -1.84
H 2.168 0.116 0.188 0.41
H -1.965 1.926 -0.354 0.36
H 1.662 -0.920 -1.148 0.39
H 0.347 -1.192 2.358 0.42
H 1.241 1.568 -1.553 0.34
H 0.560 0.572 2.137 0.40
H -1.778 -0.633 -2.073 0.32
H 1.938 -1.645 0.443 0.43
H 0.064 2.805 -0.857 0.24
H -1.056 -0.144 2.131 0.37
```

Multiplicity: 1
HOMO level in eV: -7.49



Model x:
Formula: C6H10O3
Source: the OMol25 dataset
Level of theory: ωB97M-V/def2-TZVPD

Structure (XYZ):
```
19
Properties=species:S:1:pos:R:3:mulliken_charge:R:1
O 0.259 0.260 -1.294 -0.41
O -0.008 2.345 0.561 -0.54
O 1.857 -1.138 -0.302 -0.42
C -2.006 1.260 -0.170 -0.68
C -0.770 1.165 0.798 0.19
C 0.365 0.155 1.154 -0.77
C 1.176 -2.354 -0.675 -0.65
C -0.951 0.324 -0.634 0.11
C 1.128 0.019 -0.211 0.16
H 0.944 0.493 2.017 0.34
H 0.499 -2.738 0.148 0.23
H -3.014 0.866 -0.121 0.27
H 0.584 -2.222 -1.619 0.28
H -2.005 2.285 -0.493 0.31
H -1.241 -0.679 -0.287 0.26
H -0.558 3.018 0.934 0.34
H -0.096 -0.799 1.361 0.33
H 1.968 -3.083 -0.860 0.27
H 1.870 0.824 -0.305 0.40
```

SMILES: CO[C@@H]1C[C@@]2(O)C[C@H]2O1
Multiplicity: 1
HOMO level in eV: -8.09



model w wins, 2.204 eV ahead of the next structure.